A 7-piece molecular cluster, C26H51N7O4P overall, computed with ωB97M-V with the def2-TZVPD basis set.

Properties
charge	+1
electronic energy	-55693.857	eV

Each line ends with the Löwdin charge.
Atoms and positions in Å:
O 0.25 -0.03 -3.86  -0.1735
P -0.66 -0.84 -4.63  0.4382
O -1.12 -0.33 -6.03  -0.0434
O -2.00 -1.39 -4.02  -0.0660
N 0.28 -2.38 -4.93  0.0111
C -0.21 -3.45 -5.86  -0.1073
C -0.09 -2.98 -7.32  -0.2181
O 1.00 -2.09 -7.35  -0.0501
H -1.95 -0.70 -6.38  0.1166
H -2.03 -2.15 -3.41  0.1011
H 1.22 -2.09 -5.24  0.1542
H 0.40 -2.77 -3.99  0.1651
H 0.43 -4.32 -5.71  0.1383
H -1.22 -3.73 -5.56  0.1324
H 0.11 -3.85 -7.93  0.1323
H -1.02 -2.54 -7.68  0.1192
H 0.89 -1.40 -8.01  0.1174
C -1.17 1.05 -1.42  -0.1214
C -2.00 1.18 -0.15  -0.2399
C -1.69 -0.01 0.76  -0.1884
C -2.05 -1.27 0.10  -0.2333
N -2.32 -2.21 -0.50  0.1439
H -1.46 0.10 -1.89  0.0244
H -1.34 1.85 -2.14  0.0813
H -0.10 1.02 -1.21  0.0808
H -3.07 1.18 -0.40  0.1147
H -1.79 2.10 0.38  0.1030
H -2.22 0.05 1.72  0.1247
H -0.62 -0.03 0.98  0.0935
C 2.17 -0.99 3.45  -0.1166
C 2.18 0.23 4.37  -0.2469
C 0.93 1.09 4.20  -0.1770
C 0.82 1.66 2.86  -0.2025
N 0.75 2.11 1.81  0.1822
H 2.20 -0.68 2.40  0.0705
H 3.05 -1.61 3.63  0.0795
H 1.30 -1.61 3.62  0.0247
H 3.07 0.84 4.18  0.1137
H 2.24 -0.09 5.41  0.1132
H 0.91 1.90 4.92  0.1231
H 0.03 0.48 4.38  0.1212
C 1.67 4.90 0.25  -0.1230
C 0.85 6.02 -0.37  -0.2834
C 1.45 7.40 -0.08  -0.1941
C 1.42 7.73 1.34  -0.2401
N 1.39 7.98 2.46  0.1414
H 1.69 4.98 1.34  0.0660
H 1.25 3.92 0.01  0.0351
H 2.71 4.92 -0.11  0.0750
H -0.17 5.98 0.01  0.0786
H 0.78 5.89 -1.45  0.0975
H 0.89 8.18 -0.61  0.1103
H 2.48 7.45 -0.42  0.1173
C -2.43 9.73 -3.19  -0.1056
C -2.17 8.58 -4.14  -0.2618
C -2.97 7.32 -3.77  -0.1919
C -2.56 6.77 -2.48  -0.2184
N -2.23 6.34 -1.47  0.1659
H -2.11 9.49 -2.17  0.0712
H -1.89 10.63 -3.50  0.0744
H -3.49 9.98 -3.15  0.0785
H -1.10 8.33 -4.15  0.1092
H -2.44 8.86 -5.16  0.1078
H -2.84 6.54 -4.53  0.1149
H -4.03 7.55 -3.73  0.1214
C 1.55 -5.37 0.92  -0.1159
C 0.07 -5.17 1.18  -0.2726
C -0.22 -3.86 1.93  -0.1967
C 0.36 -3.83 3.27  -0.2405
N 0.82 -3.79 4.32  0.1663
H 2.11 -5.45 1.86  0.0666
H 1.73 -6.29 0.36  0.0711
H 1.97 -4.54 0.34  0.0683
H -0.31 -6.00 1.77  0.0694
H -0.49 -5.14 0.24  0.0992
H -1.30 -3.70 2.01  0.1110
H 0.19 -3.01 1.37  0.1043
C 1.12 -6.62 7.30  -0.1067
C 0.89 -8.09 7.01  -0.2593
C 1.56 -8.54 5.71  -0.1863
C 0.97 -7.88 4.54  -0.2069
N 0.50 -7.36 3.63  0.1787
H 0.69 -5.98 6.52  0.0574
H 0.68 -6.33 8.25  0.0732
H 2.19 -6.39 7.35  0.0777
H -0.18 -8.30 6.95  0.1116
H 1.28 -8.71 7.82  0.1078
H 1.46 -9.62 5.56  0.1187
H 2.63 -8.31 5.73  0.1216